#w
Molecular formula: C3H6N6
Method: DFT, ωB97M-V with the def2-TZVPD basis set

Results
Net charge: 0
HOMO energy: -0.3164 Eh

Last column: Mulliken charge in e.
Cartesian coordinates (Å):
N1 0.7903 1.7100 0.2186  -0.313
N2 -0.6601 -1.3469 0.2108  -0.239
N3 2.4086 -1.4959 0.0226  -0.659
N4 -1.5349 1.5309 -0.0576  -0.814
N5 -1.9433 -1.1116 -0.1494  -0.758
N6 1.8791 0.8834 -0.1669  -0.299
C1 0.0543 -0.4077 0.0819  0.745
C2 -0.3980 0.9723 0.1793  0.557
C3 1.5570 -0.5932 0.1031  0.006
H1 2.7600 1.3594 0.1833  0.269
H2 -2.3092 -0.5896 0.6974  0.298
H3 -2.8047 -2.0253 -0.1544  0.288
H4 0.9434 2.4295 -0.5010  0.338
H5 1.5641 -2.2533 -0.4196  0.314
H6 -2.3068 0.9380 -0.2481  0.267

#x
Molecular formula: C3H6N6
Method: DFT, ωB97M-V with the def2-TZVPD basis set

Results
Net charge: 0
HOMO energy: -0.3125 Eh

Last column: Mulliken charge in e.
Cartesian coordinates (Å):
N1 2.6819 -0.6834 -1.5228  -0.566
N2 1.0746 1.9601 -0.0381  -0.107
N3 -0.3645 0.1165 0.2474  0.114
N4 0.4237 -0.3937 -0.6962  -0.397
N5 1.9973 1.1938 -0.3775  -0.250
N6 -1.0940 2.2262 0.8941  -0.683
C1 -1.5049 -0.9059 0.8551  -0.726
C2 -0.2767 1.3457 0.2870  0.584
C3 1.7430 -0.0882 -0.8869  0.470
H1 0.1345 -1.4511 -0.9902  0.322
H2 -0.8870 -1.7494 1.3185  0.329
H3 -2.1868 -1.5456 -0.1589  0.249
H4 -2.0109 -0.1465 1.6123  0.269
H5 -1.8800 1.7185 1.3246  0.172
H6 2.1498 -1.5969 -1.8684  0.218

#w is favored, and the nearest alternative lies 62.1 kJ/mol above it.

#w
Molecular formula: C3H13NO2S2
Method: DFT, ωB97M-V with the def2-TZVPD basis set

Results
Net charge: 0
HOMO energy: -0.3103 Eh

Last column: Mulliken charge in e.
Cartesian coordinates (Å):
S1 2.4287 0.7966 -0.3527  -0.056
S2 3.0383 2.4926 0.6570  -0.219
O1 -1.4048 0.2951 -5.9404  -0.632
O2 -4.1384 0.2624 -3.0136  -0.630
N1 0.2396 0.2886 2.0596  -0.302
C1 -0.8195 -0.6748 2.3320  -0.812
C2 1.6020 -0.2792 2.1005  -0.695
C3 2.1368 -0.6333 0.7236  -0.560
H1 1.6709 -1.1741 2.7265  0.357
H2 -1.3850 -0.4140 3.2207  0.299
H3 -4.5971 1.0043 -2.6397  0.315
H4 1.4027 -1.3357 0.3003  0.285
H5 -1.4087 0.1846 -4.9933  0.316
H6 0.2539 0.9358 2.8245  0.262
H7 4.1327 2.1560 1.4066  0.137
H8 -2.2633 -0.0198 -6.1658  0.313
H9 -1.4545 -0.8463 1.4588  0.255
H10 2.2228 0.4520 2.6257  0.407
H11 -4.2329 -0.5404 -2.4887  0.319
H12 -0.4665 -1.7149 2.4856  0.273
H13 3.0423 -1.2354 0.6728  0.370

#x
Molecular formula: C3H13NO2S2
Method: DFT, ωB97M-V with the def2-TZVPD basis set

Results
Net charge: 0
HOMO energy: -0.2901 Eh

Last column: Mulliken charge in e.
Cartesian coordinates (Å):
S1 -1.5317 0.8820 0.3390  0.008
S2 0.0719 1.0569 -0.9447  -0.133
O1 2.9099 -0.0680 3.6016  -0.634
O2 2.3862 -2.2287 1.4982  -0.633
N1 -1.5104 -1.5100 -1.4744  -0.525
C1 -1.0801 -0.9315 -2.7406  -0.350
C2 -1.3580 2.2492 1.5133  -0.837
C3 -0.5287 0.4871 -2.5626  -0.612
H1 -2.0266 -0.7312 -3.2321  0.265
H2 -0.5620 2.9702 1.2819  0.290
H3 2.6228 0.8084 3.8756  0.312
H4 -1.2474 1.7629 2.4792  0.268
H5 0.4457 0.5723 -3.0500  0.278
H6 3.0624 -0.0223 2.6526  0.325
H7 -2.2103 2.9346 1.4987  0.307
H8 -1.8193 -2.4752 -1.6062  0.248
H9 -0.7595 -1.5457 -0.7872  0.122
H10 2.6858 -2.6168 2.3347  0.341
H11 2.0212 -1.3622 1.6876  0.288
H12 -0.4312 -1.5132 -3.3987  0.320
H13 -1.1407 1.2810 -2.9659  0.353

#x is favored, and the nearest alternative lies 27.8 kJ/mol above it.

#w
Molecular formula: C3H9BrN
Method: DFT, ωB97M-V with the def2-TZVPD basis set

Results
Net charge: +1
HOMO energy: -0.5385 Eh

Last column: Mulliken charge in e.
Cartesian coordinates (Å):
Br1 0.0621 -1.5097 -2.4270  -0.243
N1 -0.3550 -0.1837 0.6032  -0.045
C1 0.4264 0.8183 0.3233  0.205
C2 0.0506 -1.5435 0.9155  -0.995
C3 -0.1571 2.1196 0.1054  -1.068
H1 -0.0269 -1.9091 -3.7953  0.273
H2 -0.4246 2.4865 1.1704  0.337
H3 0.7001 2.7276 -0.1857  0.338
H4 0.0109 -1.8155 2.0558  0.295
H5 -1.3091 -0.2465 0.4142  0.317
H6 -0.9299 2.0746 -0.6185  0.369
H7 1.4647 0.7491 0.3825  0.418
H8 -0.6151 -2.1923 0.4563  0.418
H9 1.1028 -1.5755 0.5999  0.381

#x
Molecular formula: C3H9BrN
Method: DFT, ωB97M-V with the def2-TZVPD basis set

Results
Net charge: +1
HOMO energy (spin up / spin down): -0.5065 / -0.5066 Eh

Last column: Mulliken charge in e.
Cartesian coordinates (Å):
Br1 2.4247 1.5056 0.3936  0.161
N1 -0.4142 0.0064 -0.3439  -0.080
C1 -1.2826 -0.8521 0.3408  -0.938
C2 0.9721 1.2184 1.5026  -0.307
C3 0.3727 -0.3114 -1.4522  -1.030
H1 -1.2502 -1.0397 1.3881  0.323
H2 -2.3345 -0.6725 0.0985  0.343
H3 1.0290 0.2831 2.0721  0.327
H4 -1.1448 -1.9181 -0.0628  0.293
H5 0.0853 -1.1624 -2.0494  0.345
H6 0.3978 0.5794 -2.1454  0.393
H7 1.4524 -0.6732 -1.3480  0.335
H8 0.3376 2.0859 1.8213  0.400
H9 -0.6453 0.9506 -0.2152  0.434

#w is favored, and the nearest alternative lies 279.6 kJ/mol above it.

#w
Molecular formula: C3H10NO2
Method: DFT, ωB97M-V with the def2-TZVPD basis set

Results
Net charge: 0
HOMO energy (spin up / spin down): -0.1213 / -0.2874 Eh
2S+1: 2

Last column: Mulliken spin population.
Cartesian coordinates (Å):
O1 2.5141 -0.9380 0.4742  0.026
O2 -0.7303 -1.8715 0.2396  0.113
N1 0.7990 0.8296 -0.2096  0.230
C1 -1.6350 0.3323 0.1001  0.125
C2 -0.5816 0.9695 -0.7596  0.360
C3 -1.7524 -1.1608 0.1718  0.550
H1 2.4114 -1.8845 0.6860  0.009
H2 -0.7615 2.0005 -0.8293  -0.119
H3 -1.3957 0.6765 1.1375  0.019
H4 -0.3705 0.4878 -1.8135  -0.069
H5 1.0438 1.5186 0.5252  -0.153
H6 -2.6381 0.7213 -0.1169  -0.052
H7 1.4743 1.0082 -0.9993  -0.063
H8 3.4198 -0.9081 0.8002  -0.025
H9 -2.7473 -1.6505 0.4468  0.043
H10 0.9499 -0.1307 0.1469  0.009

#x
Molecular formula: C3H10NO2
Method: DFT, ωB97M-V with the def2-TZVPD basis set

Results
Net charge: 0
HOMO energy (spin up / spin down): -0.1258 / -0.2497 Eh
2S+1: 2

Last column: Mulliken spin population.
Cartesian coordinates (Å):
O1 -0.6356 1.8220 -1.4907  0.173
O2 -1.7624 -2.3196 -0.4728  0.009
N1 0.5167 -0.9526 0.0394  0.167
C1 0.1413 1.3957 0.7241  -0.008
C2 -0.0796 2.3294 -0.4769  0.641
C3 1.2012 0.3701 0.2975  -0.008
H1 1.7660 0.6978 -0.5682  0.053
H2 -0.3453 -0.9750 -0.5391  -0.019
H3 1.0671 -1.6018 -0.5450  -0.059
H4 0.7244 3.0999 -0.5132  0.062
H5 -1.5655 -3.2069 -0.7300  -0.003
H6 0.2379 -1.3928 0.9214  -0.022
H7 -0.7773 0.8365 0.9667  0.016
H8 0.3261 1.9739 1.6326  0.023
H9 -2.6959 -2.2520 -0.3764  0.001
H10 1.8810 0.1754 1.1306  -0.026

#y
Molecular formula: C3H10NO2
Method: DFT, ωB97M-V with the def2-TZVPD basis set

Results
Net charge: 0
HOMO energy (spin up / spin down): -0.3679 / -0.3795 Eh
2S+1: 2

Last column: Mulliken spin population.
Cartesian coordinates (Å):
O1 -0.6501 1.7876 -1.3477  0.008
O2 -0.7027 -2.6513 1.3806  0.016
N1 -0.3564 0.0113 0.7503  0.879
C1 -0.1540 -0.4221 -0.6976  -0.056
C2 0.7176 0.8624 1.2441  -0.030
C3 0.2409 0.7696 -1.6632  0.039
H1 0.0363 0.3864 -2.6950  -0.001
H2 0.2011 1.7444 1.8373  0.031
H3 1.2359 1.0966 -1.6373  -0.001
H4 -0.3393 -1.8146 1.5330  0.010
H5 1.3732 0.1607 1.9680  0.054
H6 -0.9804 -0.9727 -0.9916  -0.002
H7 0.6439 -1.1075 -1.0078  0.041
H8 -1.7063 -2.7061 1.2744  -0.001
H9 1.4007 1.2606 0.4448  0.004
H10 -0.9605 1.5946 -0.3923  0.008

#y is favored, and the nearest alternative lies 25.4 kJ/mol above it.